C78H177N11O13 | the ωB97M-V functional and the def2-TZVPD basis

Geometry as XYZ:
```
279
Properties=species:S:1:pos:R:3:forces:R:3
C 2.398 -1.556 -4.080 0.6 0.5 -0.1
O 2.976 -1.402 -5.357 -0.8 0.1 -0.1
C 2.319 -2.224 -6.306 1.6 -0.8 -0.3
C 3.274 -2.339 -7.495 -2.0 -0.7 0.0
N 4.461 -3.081 -7.193 0.1 0.9 1.8
C 5.304 -3.128 -8.319 1.2 -1.2 -0.9
C 6.691 -3.617 -7.958 1.3 -0.5 1.8
O 7.336 -2.760 -6.986 0.0 -0.2 0.0
C 7.598 -1.477 -7.518 -0.4 -0.4 0.1
H 1.321 -1.410 -4.100 -0.2 -0.2 0.0
H 2.845 -0.809 -3.443 0.0 0.4 0.2
H 2.683 -2.510 -3.669 -0.2 -0.7 0.2
H 1.346 -1.888 -6.643 -0.4 0.6 0.1
H 2.188 -3.224 -5.876 0.0 -0.1 0.0
H 3.446 -1.329 -7.861 0.2 0.3 -0.3
H 2.702 -2.912 -8.263 0.4 0.5 0.2
H 4.959 -2.620 -6.419 -0.3 -0.3 -0.3
H 5.375 -2.230 -8.921 0.0 0.8 0.0
H 4.877 -3.847 -8.990 -0.2 -0.6 -0.7
H 7.433 -3.625 -8.767 -0.7 -0.4 -0.5
H 6.696 -4.618 -7.409 -0.3 1.2 -1.0
H 8.079 -1.523 -8.496 0.2 -0.1 -0.2
H 8.259 -0.947 -6.836 -0.2 0.1 0.1
H 6.629 -1.004 -7.651 0.1 0.8 0.0
C -3.432 -1.777 4.563 -0.4 -1.5 0.1
O -3.482 -2.716 3.488 0.1 0.9 -0.4
C -3.876 -3.977 3.945 0.1 -0.8 -0.2
C -4.077 -4.973 2.789 0.4 0.7 0.8
N -2.860 -5.267 2.063 0.7 -0.2 -0.9
C -1.630 -5.533 2.832 -0.6 0.3 -0.7
C -0.444 -5.875 1.953 -1.3 -1.2 0.6
O -0.002 -4.801 1.235 -0.3 1.6 -0.6
C 1.228 -4.994 0.626 0.5 -0.2 -0.8
H -4.355 -1.989 5.087 -0.4 1.0 0.5
H -3.245 -0.775 4.244 -0.5 0.6 -0.7
H -2.632 -1.990 5.251 0.6 -0.5 0.4
H -4.824 -3.956 4.504 0.1 0.3 0.1
H -3.065 -4.327 4.593 -0.3 -0.3 0.3
H -4.842 -4.541 2.099 0.5 -0.6 0.4
H -4.437 -5.890 3.297 -0.1 0.3 -0.5
H -2.664 -4.554 1.362 -0.2 -0.1 0.2
H -1.781 -6.445 3.405 -0.2 0.1 0.5
H -1.359 -4.675 3.452 0.1 -0.1 0.4
H -0.786 -6.748 1.341 0.6 0.5 0.0
H 0.354 -6.145 2.615 0.6 -0.8 0.6
H 1.396 -4.145 -0.022 0.0 0.1 -0.3
H 1.230 -5.919 0.056 -0.1 -0.2 -0.5
H 2.108 -5.080 1.260 -0.1 0.1 0.9
C 0.193 6.708 -3.793 0.3 -0.3 1.0
C 1.333 7.382 -2.882 -0.9 0.2 -1.9
C 0.643 8.458 -2.081 0.1 1.5 0.2
C -0.219 7.996 -0.947 0.4 -1.2 1.1
C 0.650 7.054 -0.110 0.0 0.2 0.1
C 1.366 5.944 -0.857 -1.0 -2.7 0.7
N 2.082 6.500 -2.000 0.1 -0.3 -0.7
O 2.566 5.454 -2.884 -2.3 -0.3 0.7
C 2.423 5.332 0.082 2.0 0.3 -1.9
C 0.356 4.754 -1.186 0.7 1.4 -0.7
C 2.401 8.069 -3.768 0.0 -0.6 0.7
H 0.552 5.917 -4.457 0.2 -0.2 0.5
H -0.237 7.421 -4.503 0.0 0.3 0.5
H -0.615 6.310 -3.116 0.7 0.3 -0.9
H 1.434 9.110 -1.664 -0.2 -0.2 0.0
H 0.069 9.101 -2.747 0.1 0.0 -0.3
H -1.153 7.505 -1.193 -0.1 -0.3 -0.7
H -0.531 8.762 -0.253 0.0 0.8 -0.1
H 0.078 6.625 0.717 0.2 -0.1 0.0
H 1.466 7.632 0.307 0.1 0.5 0.4
H 3.199 6.135 0.194 -0.3 -0.9 0.2
H 2.201 4.872 1.027 -1.0 0.3 0.6
H 2.868 4.473 -0.485 0.0 0.8 0.3
H -0.633 5.165 -1.105 -0.7 -0.2 -0.1
H 0.512 4.331 -2.176 0.0 0.2 -0.2
H 0.465 3.932 -0.517 0.0 -0.4 0.9
H 1.996 8.809 -4.425 -0.5 0.5 -0.3
H 2.917 7.332 -4.375 0.0 -0.1 -0.1
H 3.130 8.538 -3.097 -0.1 0.0 -0.2
H 3.492 5.510 -2.855 2.0 0.3 0.3
C -6.100 0.871 2.658 2.0 1.3 0.3
C -5.964 0.497 1.216 0.5 -0.5 -1.3
C -7.060 1.157 0.355 0.4 -0.4 1.1
C -6.815 0.991 -1.110 -0.2 1.0 -1.2
C -5.448 1.546 -1.477 0.2 0.6 -1.6
C -4.278 1.024 -0.754 0.4 -2.5 0.5
N -4.640 0.989 0.692 0.5 0.3 -0.2
O -3.512 0.477 1.388 -1.1 2.2 1.5
C -4.009 -0.453 -1.403 0.6 1.8 1.4
C -3.025 1.889 -0.894 -0.5 0.3 0.6
C -6.128 -1.012 1.205 0.2 -1.2 0.8
H -7.096 0.659 3.010 -0.3 0.1 0.3
H -5.809 1.955 2.752 -0.6 -0.9 0.3
H -5.331 0.266 3.186 -0.7 0.5 0.2
H -7.988 0.642 0.612 -0.2 0.3 0.2
H -7.121 2.222 0.644 -0.1 -0.4 -0.2
H -7.497 1.732 -1.595 0.0 -1.2 -0.1
H -6.985 -0.059 -1.455 0.0 0.9 0.1
H -5.432 2.622 -1.391 -0.4 0.6 0.4
H -5.157 1.410 -2.529 -0.7 -0.1 -0.1
H -3.322 -1.033 -0.771 -0.4 -0.2 -0.2
H -4.965 -0.890 -1.561 -0.7 -0.9 0.3
H -3.577 -0.381 -2.392 0.3 0.4 -0.2
H -2.549 1.753 -1.855 0.1 0.0 -0.4
H -3.298 2.965 -0.779 0.4 -0.7 0.1
H -2.335 1.554 -0.105 0.0 0.5 -0.4
H -5.249 -1.566 1.642 -0.7 0.6 -0.5
H -6.396 -1.445 0.266 0.3 -0.2 -1.0
H -6.994 -1.293 1.824 0.3 0.2 0.2
H -3.349 -0.401 1.125 0.3 -2.4 -0.8
C -2.056 -3.682 -1.554 -1.1 -0.8 1.9
C -1.570 -4.136 -2.876 0.4 0.7 -1.9
C -0.078 -4.433 -2.829 -1.2 -0.7 -0.5
C 0.354 -5.225 -4.072 0.8 0.2 1.3
C -0.469 -6.481 -4.350 0.4 0.3 0.8
C -1.954 -6.177 -4.404 -0.5 1.2 -1.0
N -2.340 -5.355 -3.215 0.0 0.4 -0.2
O -3.670 -4.814 -3.396 -0.6 -1.4 0.2
C -2.279 -5.516 -5.778 0.5 -0.1 -0.5
C -2.685 -7.498 -4.331 -0.8 -0.1 1.4
C -1.756 -2.859 -3.850 1.0 -1.2 1.7
H -3.088 -3.311 -1.591 0.3 0.2 -0.1
H -1.419 -2.926 -1.124 0.2 0.4 0.0
H -2.104 -4.538 -0.826 0.3 0.6 -0.6
H 0.347 -3.444 -2.744 0.8 0.1 -0.1
H 0.099 -4.975 -1.919 0.4 -0.4 0.4
H 1.390 -5.505 -3.922 0.4 -0.2 -0.1
H 0.382 -4.543 -4.906 -0.3 0.1 -0.6
H -0.274 -7.343 -3.663 0.0 1.0 0.0
H -0.125 -6.842 -5.301 -0.2 -0.3 -0.7
H -1.506 -4.821 -6.147 -0.1 -0.1 0.5
H -2.211 -6.375 -6.468 -0.4 0.5 -0.1
H -3.244 -4.981 -5.885 0.4 -0.7 0.4
H -2.432 -8.195 -5.129 0.5 0.0 0.2
H -2.429 -7.882 -3.300 -0.6 -0.2 -1.2
H -3.773 -7.356 -4.449 0.3 0.0 0.4
H -2.806 -2.756 -3.982 -0.8 0.6 -0.3
H -1.230 -2.924 -4.789 0.1 -0.3 -0.4
H -1.284 -2.027 -3.280 -0.7 -0.3 -0.4
H -4.254 -5.376 -2.838 0.7 0.5 -0.5
C -1.182 4.529 -6.646 0.4 0.2 -1.0
C -0.733 3.108 -6.489 1.0 -0.7 1.0
C 0.320 3.027 -5.357 -0.2 1.5 -1.0
C 0.709 1.626 -5.038 -0.1 -0.3 -0.3
C -0.535 0.892 -4.625 0.2 0.0 0.8
C -1.665 0.899 -5.622 -1.8 0.6 -1.6
N -1.924 2.325 -6.073 1.1 0.3 0.5
O -2.780 2.314 -7.198 -1.5 0.2 -0.2
C -1.463 -0.004 -6.840 -0.2 -0.4 0.6
C -3.019 0.549 -4.973 0.1 0.7 1.1
C -0.016 2.629 -7.741 -1.5 -1.3 -0.7
H -1.788 4.512 -7.564 0.1 0.7 0.3
H -0.292 5.191 -6.757 -0.7 -0.3 0.0
H -1.777 4.819 -5.794 -0.2 0.3 0.2
H 1.158 3.649 -5.719 -0.1 -0.3 0.2
H -0.127 3.598 -4.542 0.2 -0.4 0.6
H 1.493 1.572 -4.300 0.1 0.0 0.6
H 1.123 1.098 -5.895 0.2 0.2 -0.2
H -0.920 1.366 -3.743 -0.3 0.5 0.7
H -0.227 -0.083 -4.275 -0.5 -0.7 -0.3
H -1.493 -1.013 -6.448 0.0 -0.5 -0.1
H -2.302 0.126 -7.540 0.6 0.0 0.1
H -0.488 0.138 -7.286 -0.1 0.0 -0.4
H -3.132 1.194 -4.082 0.0 -0.1 -0.3
H -3.893 0.773 -5.606 0.6 -0.4 0.0
H -3.057 -0.454 -4.570 0.0 -0.5 -0.3
H 0.623 3.399 -8.129 0.2 0.3 -0.4
H -0.767 2.259 -8.478 0.5 0.8 0.1
H 0.554 1.732 -7.529 0.4 0.2 -0.1
H -3.633 2.749 -6.936 1.3 -0.5 0.0
C 5.652 -1.624 2.747 0.8 0.6 -1.1
C 4.914 -0.274 2.427 -0.4 -1.7 0.7
C 4.049 0.053 3.658 1.2 -1.1 -0.3
C 3.436 1.388 3.562 -1.2 1.2 0.1
C 4.469 2.478 3.300 1.0 -0.6 1.5
C 5.418 2.196 2.167 0.8 0.2 -1.1
N 5.887 0.762 2.223 0.4 0.9 0.2
O 6.613 0.411 1.023 -0.6 0.6 0.2
C 4.673 2.539 0.858 -0.1 -0.1 1.1
C 6.732 3.071 2.320 -1.5 -0.2 0.5
C 3.953 -0.568 1.234 0.8 0.5 1.0
H 6.384 -1.866 1.927 -1.0 0.0 0.6
H 4.938 -2.438 2.908 0.1 0.1 -0.2
H 6.268 -1.558 3.632 0.1 0.3 0.5
H 3.296 -0.726 3.628 -0.4 -0.2 0.4
H 4.610 -0.063 4.613 -0.1 0.1 -0.6
H 3.004 1.577 4.540 -0.4 0.4 0.1
H 2.584 1.371 2.856 0.5 0.3 0.1
H 5.103 2.481 4.215 -0.4 0.3 -0.2
H 4.071 3.481 3.145 -0.2 -0.1 0.2
H 3.596 2.625 1.028 0.0 -0.4 -0.1
H 4.977 3.526 0.565 0.3 0.4 -0.7
H 4.902 1.754 0.173 0.0 0.0 -1.0
H 7.191 2.750 3.251 0.4 0.0 -0.1
H 7.366 2.945 1.470 0.6 -0.4 -0.5
H 6.583 4.162 2.384 -0.5 -0.4 0.0
H 3.109 0.120 1.270 -0.2 -0.4 -0.2
H 3.717 -1.621 1.395 -0.6 0.2 -0.6
H 4.502 -0.394 0.325 0.1 -0.3 -0.5
H 7.515 0.507 1.316 0.5 0.0 0.0
C 1.302 -1.327 6.977 0.3 -0.9 0.6
C 0.673 -2.807 7.032 1.0 1.2 1.7
C 0.172 -3.212 5.698 1.0 0.6 -2.0
C 1.381 -3.379 4.681 -0.9 -1.3 0.2
C 2.308 -4.492 5.236 -2.0 -1.6 0.4
C 2.758 -4.269 6.695 0.4 -0.5 -0.4
N 1.609 -3.876 7.529 -0.6 0.5 -0.8
O 2.041 -3.581 8.825 1.2 0.9 0.3
C 3.244 -5.647 7.233 -1.4 0.0 0.3
C 3.927 -3.267 6.649 0.3 -0.4 -0.6
C -0.486 -2.737 8.035 1.1 -1.6 1.8
H 0.505 -0.593 6.854 -0.1 -0.1 0.3
H 1.944 -1.173 6.117 0.2 -0.1 -0.1
H 1.912 -1.086 7.900 -0.9 -0.3 -0.9
H -0.481 -4.092 5.733 0.3 -0.1 0.1
H -0.436 -2.373 5.356 -0.2 -0.1 -0.2
H 1.914 -2.431 4.511 -0.3 -0.3 0.1
H 0.966 -3.714 3.699 0.4 0.3 0.6
H 3.167 -4.740 4.614 0.2 0.4 -0.1
H 1.700 -5.495 5.259 0.8 1.8 -0.2
H 3.561 -5.577 8.267 0.8 0.2 0.0
H 2.352 -6.291 7.364 0.2 0.3 -0.5
H 3.936 -6.173 6.569 0.2 0.3 0.2
H 4.735 -3.838 6.128 -0.2 0.7 0.7
H 3.686 -2.399 6.023 0.1 -0.2 0.2
H 4.251 -2.905 7.633 0.2 -0.2 -0.3
H -0.708 -3.799 8.347 -0.3 0.9 -0.7
H -1.346 -2.206 7.659 -0.2 0.2 -0.1
H -0.126 -2.332 9.017 -0.4 0.2 -1.0
H 2.757 -2.881 8.760 -1.1 -0.9 0.1
C -1.524 4.058 1.961 1.6 -0.8 -0.4
C -2.175 4.455 3.284 1.2 1.0 -0.8
C -1.769 5.880 3.819 -0.5 -0.2 -1.2
O -0.354 5.963 3.986 0.0 -1.4 0.4
C 0.099 7.214 4.416 -1.4 0.9 0.3
N -3.591 4.321 3.056 -1.3 -0.5 0.1
H -1.859 4.735 1.179 -0.1 0.2 -0.2
H -1.870 3.014 1.660 0.5 1.2 0.4
H -0.393 4.089 1.930 -1.1 -0.1 0.2
H -1.839 3.752 4.007 -0.2 -0.4 0.7
H -2.415 6.191 4.697 1.0 -0.5 -0.5
H -1.998 6.568 2.992 -0.4 0.2 0.1
H -0.439 7.435 5.369 0.2 0.5 -0.6
H -0.145 7.950 3.597 0.4 -0.2 1.0
H 1.154 7.256 4.699 0.0 -0.5 -0.6
H -3.759 3.308 2.982 -0.2 0.5 0.2
H -3.830 4.624 2.099 0.2 0.2 0.7
C -4.084 2.047 7.576 0.1 -2.4 -0.9
C -2.880 1.231 7.024 0.3 0.3 2.0
C -2.324 1.792 5.767 -0.9 -1.1 -0.8
O -1.076 1.140 5.557 -0.6 1.0 -0.8
C -0.483 1.669 4.380 0.6 -1.7 0.1
N -1.870 1.248 8.136 -1.5 0.2 0.0
H -4.524 1.466 8.406 0.2 0.5 -0.2
H -4.842 2.132 6.791 0.1 0.4 0.2
H -3.672 2.966 7.908 -0.2 1.1 0.3
H -3.166 0.203 6.826 -0.1 -0.3 0.1
H -2.255 2.865 5.847 0.5 0.6 0.0
H -3.069 1.562 4.935 0.9 0.3 0.5
H 0.475 1.155 4.270 -0.1 0.3 -0.1
H -0.357 2.714 4.398 0.5 1.4 0.6
H -1.091 1.496 3.501 -0.3 -0.5 -0.4
H -0.913 1.143 7.866 0.3 -0.1 -0.5
H -1.978 2.143 8.610 0.3 -0.3 0.0
C 0.353 -1.016 2.509 0.1 0.5 -2.5
C -0.734 -0.763 1.384 -0.2 0.4 0.5
C -0.247 -0.460 -0.047 0.1 -0.2 0.7
O 0.531 0.718 0.001 0.0 0.3 0.9
C 1.356 0.896 -1.127 -0.6 -0.4 0.2
N -1.760 -1.844 1.345 0.7 0.3 -0.2
H 1.122 -0.196 2.519 -0.9 -0.6 0.3
H 0.888 -1.925 2.188 -0.1 0.1 0.5
H -0.177 -1.158 3.448 0.3 0.1 0.1
H -1.216 0.200 1.561 -0.4 -0.2 0.8
H -1.129 -0.309 -0.722 0.6 -0.3 0.4
H 0.381 -1.282 -0.367 0.2 -0.5 -0.6
H 2.241 0.252 -1.052 -0.1 -0.1 -0.3
H 1.670 1.931 -1.167 0.0 0.2 0.0
H 0.712 0.662 -1.974 0.5 0.0 -0.7
H -1.293 -2.711 1.035 -0.4 0.4 0.4
H -2.205 -2.023 2.259 0.6 0.0 -0.6
```
Forces are in eV/Å.

Its LUMO energy is 0.516 eV. The calculation puts the HOMO energy at -8.32 eV. Its total charge is 0. As for the energy relative to the best compared isomer or geometry (same formula, charge and spin): 0.0 kcal/mol. The HOMO-LUMO gap comes out at 8.83 eV. The total energy comes out at -126752.3633 eV.